19
Properties=species:S:1:pos:R:3:nbo_charge:R:1 method="wB97M-V/def2-TZVPD" relative_energy_kj_mol=90.46 gap_ha=0.2964 total_energy_ha=-591.8036
C -0.327 -1.331 1.613 -1.02
C -0.334 -1.749 -1.414 -1.09
N 2.688 1.104 0.624 -0.66
N -1.699 2.154 -0.340 -0.66
N 1.859 0.810 -0.495 -0.72
N -1.320 0.861 -0.785 -0.92
Si -0.151 -0.220 -0.141 1.63
H -1.043 -0.904 2.230 0.22
H -0.720 -2.216 1.261 0.22
H 0.684 -1.486 2.136 0.24
H -0.396 -1.515 -2.470 0.23
H 0.496 -2.406 -1.350 0.24
H -1.383 -2.122 -1.175 0.22
H 2.787 0.188 1.132 0.34
H 2.260 1.767 1.332 0.31
H -1.080 2.865 -0.720 0.36
H -1.796 2.145 0.611 0.34
H 1.530 1.712 -0.863 0.33
H -2.053 0.343 -1.189 0.37

17
Properties=species:S:1:pos:R:3:mulliken_spin:R:1 method="wB97M-V/def2-TZVPD" relative_energy_kj_mol=45.99 gap_ha="0.1269 / 0.4408" total_energy_ha=-288.4848 multiplicity=2
C 0.779 1.260 0.683 0.89
N 0.880 0.058 -0.167 0.70
C -0.233 -0.884 0.027 1.07
H 1.776 1.691 0.701 -0.59
H -0.095 1.849 0.437 -0.03
H 0.656 0.919 1.706 0.09
H 1.771 -0.484 0.034 -0.44
H 0.846 0.284 -1.172 -0.19
H -0.351 -1.596 -0.782 -0.31
H -1.187 -0.388 0.063 -0.09
H -0.208 -1.349 1.001 -0.18
H -3.088 1.506 2.573 0.00
H -3.504 2.316 1.330 0.01
O -2.943 1.583 1.610 -0.04
H 1.553 -2.814 -2.128 -0.07
H 1.811 -2.033 -3.417 -0.08
O 1.539 -1.919 -2.497 0.23

18
Properties=species:S:1:pos:R:3:nbo_charge:R:1 method="wB97M-V/def2-TZVPD" relative_energy_kj_mol=789.93 gap_ha=0.1241 total_energy_ha=-686.2951 total_charge=+1
C 2.149 0.715 -1.940 -0.23
C 2.769 0.754 -0.746 -0.26
S -0.574 0.379 1.471 0.11
N -2.308 -1.694 -0.616 -0.89
H 2.328 1.321 -2.819 0.23
H 1.372 -0.041 -2.050 0.21
H 2.781 -0.138 -0.112 0.25
H 3.224 1.642 -0.321 0.23
H -1.259 0.212 2.621 0.14
H -3.048 -1.009 -0.582 0.41
H -1.772 -1.747 0.229 0.36
H -2.627 -2.616 -0.895 0.40
H -3.632 1.946 -0.389 0.50
H -2.442 1.096 0.157 0.46
O -3.193 1.093 -0.449 -0.94
H 2.431 -0.935 2.812 0.50
H 1.443 -0.340 1.732 0.45
O 2.359 -0.640 1.898 -0.92

18
Properties=species:S:1:pos:R:3:nbo_charge:R:1 method="wB97M-V/def2-TZVPD" relative_energy_kj_mol=78.75 gap_ha=0.3967 total_energy_ha=-363.6209 total_charge=+1
C 1.234 -0.505 -1.442 -0.43
C -0.813 0.784 -1.297 0.16
N -0.165 -0.270 -1.004 -0.40
H 1.666 -1.135 -0.663 0.23
H 1.269 -1.047 -2.396 0.25
H 1.681 0.481 -1.424 0.23
H -0.260 1.509 -1.865 0.22
H -1.820 0.887 -0.917 0.24
H -0.659 -1.061 -0.573 0.47
H 2.730 0.648 2.423 0.49
H 1.754 1.238 3.494 0.50
O 1.867 1.059 2.561 -0.97
H -3.060 -2.106 -0.520 0.50
H -1.967 -3.180 -0.689 0.50
O -2.112 -2.248 -0.483 -0.97
H -1.038 2.105 1.903 0.49
H 0.265 1.268 1.638 0.51
O -0.573 1.573 1.253 -1.00

18
Properties=species:S:1:pos:R:3:nbo_charge:R:1 method="wB97M-V/def2-TZVPD" relative_energy_kj_mol=180.99 gap_ha=0.3536 total_energy_ha=-363.5819 total_charge=+1
C 0.419 0.661 1.435 -0.45
C -0.472 -0.748 -0.276 0.18
N -0.244 0.438 0.156 -0.43
H -0.223 0.370 2.272 0.26
H 0.773 1.681 1.475 0.24
H 1.238 -0.046 1.521 0.23
H -0.062 -1.643 0.200 0.22
H -1.117 -0.832 -1.152 0.25
H 0.007 1.041 -0.651 0.48
H 1.387 -2.097 4.197 0.48
H 0.603 -1.011 4.870 0.48
O 0.532 -1.652 4.152 -0.95
H -0.078 2.822 -3.366 0.49
H -0.244 3.426 -2.008 0.48
O -0.078 2.576 -2.434 -0.97
H -1.396 -2.120 -3.157 0.48
H -0.301 -1.462 -4.044 0.50
O -0.742 -1.404 -3.192 -0.97

18
Properties=species:S:1:pos:R:3:nbo_charge:R:1 method="wB97M-V/def2-TZVPD" relative_energy_kj_mol=67.89 gap_ha=0.4373 total_energy_ha=-363.6250 total_charge=+1
C -1.770 -0.594 1.092 -0.11
O -1.302 -1.900 0.753 -0.71
C -0.635 0.315 1.390 -0.24
N 0.315 0.488 0.204 -0.70
H -2.422 -0.604 1.973 0.21
H -2.424 -0.333 0.235 0.21
H -1.226 -2.356 1.598 0.48
H -0.956 1.253 1.852 0.24
H 0.138 -0.152 1.988 0.22
H -0.079 0.950 -0.623 0.44
H 0.643 -0.450 -0.004 0.45
H 1.164 1.120 0.318 0.47
H 2.802 2.169 -1.135 0.50
H 3.518 1.071 -0.244 0.50
O 2.731 1.284 -0.772 -0.97
H 0.093 -0.331 -3.484 0.49
H -0.659 -1.282 -2.561 0.48
O 0.070 -0.652 -2.580 -0.97

18
Properties=species:S:1:pos:R:3:nbo_charge:R:1 method="wB97M-V/def2-TZVPD" relative_energy_kj_mol=44.19 gap_ha=0.4462 total_energy_ha=-363.6340 total_charge=+1
C -1.708 -0.211 1.192 -0.09
O -1.745 -1.208 0.149 -0.74
C -0.290 0.278 1.408 -0.25
N 0.390 0.368 0.090 -0.70
H -2.222 -0.628 2.050 0.23
H -2.219 0.582 0.644 0.19
H -1.696 -2.104 0.501 0.49
H -0.240 1.206 1.968 0.24
H 0.317 -0.465 1.923 0.22
H -0.054 0.988 -0.601 0.45
H 0.184 -0.463 -0.435 0.47
H 1.405 0.488 0.074 0.47
H 4.204 0.199 0.475 0.50
H 3.801 1.701 0.264 0.50
O 3.497 0.796 0.234 -0.98
H -0.483 -0.285 -3.503 0.49
H -1.691 0.034 -2.647 0.49
O -0.754 -0.182 -2.586 -0.98

18
Properties=species:S:1:pos:R:3:mulliken_spin:R:1 method="wB97M-V/def2-TZVPD" relative_energy_kj_mol=13.88 gap_ha="0.4431 / 0.2464" total_energy_ha=-706.9755 multiplicity=2 total_charge=+1
C 0.367 -1.734 0.156 0.01
C 0.952 -1.303 -1.189 -0.05
S 0.277 0.155 -1.988 0.95
H -0.691 -1.924 -0.025 0.00
H 0.499 -0.965 0.908 0.00
H 0.747 -2.714 0.430 0.00
H 2.026 -1.131 -1.048 0.03
H 0.848 -2.067 -1.971 0.06
H -0.904 0.385 -1.218 -0.02
H -1.004 1.640 2.710 0.00
H -0.175 1.860 1.413 0.00
O -1.039 1.592 1.744 0.00
H 2.123 2.586 0.026 0.00
H 1.430 1.277 -0.372 -0.01
O 1.533 1.895 0.350 0.03
H -2.163 0.825 0.475 0.00
H -2.522 -0.642 -0.090 0.00
O -2.305 0.265 -0.311 0.00

18
Properties=species:S:1:pos:R:3:nbo_charge:R:1 method="wB97M-V/def2-TZVPD" relative_energy_kj_mol=131.56 gap_ha=0.4075 smiles="C=C.O.O.O.O" total_energy_ha=-384.3108
C -1.481 -0.628 -0.557 -0.43
C -1.862 -1.824 -0.979 -0.37
H -1.034 0.117 -1.206 0.19
H -1.749 -0.243 0.421 0.22
H -1.769 -2.166 -1.991 0.20
H -2.440 -2.471 -0.323 0.19
O 1.194 -1.447 1.111 -0.97
H 0.574 -0.877 0.628 0.49
H 0.621 -2.051 1.595 0.49
O 2.685 -0.056 -0.681 -1.00
H 2.375 -0.731 -0.043 0.51
H 2.841 -0.414 -1.560 0.48
O 1.735 2.157 0.872 -0.95
H 1.707 1.927 -0.071 0.47
H 2.351 1.406 1.004 0.47
O -2.275 2.229 0.589 -0.94
H -1.762 2.595 -0.141 0.47
H -1.712 2.477 1.334 0.47

19
Properties=species:S:1:pos:R:3:mulliken_spin:R:1 method="wB97M-V/def2-TZVPD" relative_energy_kj_mol=0.00 gap_ha="0.1378 / 0.2604" total_energy_ha=-459.5710 multiplicity=2 total_charge=-1
O 0.967 0.027 0.974 0.15
C 0.626 -1.215 0.712 0.73
C 1.632 -2.327 0.729 -0.07
H -0.411 -1.507 0.870 0.04
H 1.445 -3.018 1.562 0.03
H 2.623 -1.887 0.855 0.01
H 1.661 -2.958 -0.154 0.05
H -2.772 -0.869 -3.208 0.00
H -2.251 -0.703 -1.790 -0.01
O -2.528 -1.377 -2.428 0.02
H -0.513 1.789 1.964 0.00
H -0.335 3.204 2.378 0.00
O -0.290 2.653 1.587 0.00
H 1.485 2.349 -0.693 0.00
H 1.140 0.970 -0.350 0.01
O 1.308 1.534 -1.175 0.02
H -1.302 1.346 0.150 0.00
H -0.953 1.140 -1.348 0.00
O -1.534 0.848 -0.636 0.02